Formula: C22H19F3O3
Source: OMol25
Level of theory: ωB97M-V/def2-TZVPD

CARTESIAN COORDINATES (ANGSTROEM)
1 F -5.220 -2.766 5.109
2 C -5.796 -2.750 3.868
3 F -5.821 -4.045 3.423
4 F -7.106 -2.369 4.046
5 C -5.068 -1.836 2.913
6 C -5.090 -2.115 1.544
7 C -4.413 -1.299 0.672
8 C -3.544 -0.221 1.128
9 O -2.699 0.340 0.386
10 C -3.726 0.113 2.537
11 C -4.408 -0.705 3.403
12 H -5.638 -2.975 1.163
13 H -4.448 -1.491 -0.396
14 H -3.232 1.007 2.905
15 H -4.430 -0.471 4.466
16 C 2.529 3.509 -6.067
17 O 1.260 2.925 -5.680
18 C 1.176 2.133 -4.581
19 C -0.126 1.695 -4.208
20 C -0.312 1.024 -3.031
21 C 0.783 0.684 -2.178
22 C 0.481 0.108 -0.924
23 C 1.371 -0.144 0.146
24 C 0.978 -1.089 1.144
25 C 1.822 -1.454 2.157
26 C 3.129 -0.897 2.234
27 O 3.929 -1.354 3.231
28 C 5.293 -0.878 3.344
29 C 3.529 0.084 1.289
30 C 2.635 0.495 0.316
31 C 2.097 0.974 -2.664
32 C 2.293 1.757 -3.789
33 H 2.301 4.048 -6.988
34 H 2.895 4.213 -5.305
35 H 3.289 2.739 -6.262
36 H -0.964 1.960 -4.848
37 H -1.314 0.761 -2.689
38 H -0.562 -0.164 -0.757
39 H -0.014 -1.532 1.059
40 H 1.530 -2.193 2.902
41 H 5.669 -1.369 4.244
42 H 5.895 -1.181 2.475
43 H 5.336 0.213 3.467
44 H 4.541 0.497 1.341
45 H 2.907 1.326 -0.332
46 H 2.967 0.589 -2.136
47 H 3.292 2.103 -4.076

Atomic forces in eV per Å
F -0.6 -0.1 -0.5
C 0.5 0.6 -0.6
F -0.2 0.6 0.5
F 0.6 -0.5 0.2
C -0.4 -0.9 0.9
C 0.0 0.3 0.2
C 0.7 0.5 -0.1
C -1.1 -0.9 1.0
O 0.6 0.4 -0.6
C 0.5 0.1 -0.8
C -0.2 -0.1 -0.3
H 0.0 0.2 0.1
H 0.1 -0.1 0.0
H 0.1 -0.1 0.0
H -0.1 -0.1 -0.2
C -0.3 -0.2 0.1
O 0.3 -0.6 0.8
C 0.0 0.4 0.1
C 0.4 0.4 -0.4
C 0.1 -0.1 0.4
C 0.2 0.1 -0.6
C 0.3 0.0 0.0
C 0.3 0.2 0.6
C -0.2 0.2 -0.3
C 0.7 0.0 0.3
C 0.1 -0.2 -0.1
O -0.3 0.5 -0.8
C -0.4 -0.1 -0.1
C 0.0 -0.2 0.3
C 0.1 -0.4 -0.1
C -0.2 0.3 0.1
C -0.2 0.1 -0.3
H 0.1 -0.1 0.2
H -0.2 -0.2 -0.1
H -0.3 0.1 0.0
H 0.2 0.0 0.1
H 0.1 0.1 -0.1
H -0.1 -0.1 0.1
H 0.2 0.1 0.1
H 0.0 0.2 -0.2
H 0.0 0.1 -0.2
H -0.2 0.0 0.2
H -0.1 -0.3 0.0
H -0.6 0.0 0.0
H 0.0 -0.2 0.3
H -0.2 0.1 -0.2
H -0.4 -0.4 0.1

HOMO level = -0.2036 Eh
E_LUMO = -2.822 eV
ΔE to the lowest compared entry with this formula, charge and spin = 49.9 kJ/mol
F_max = 1.679 eV Å⁻¹
net charge = 0
2S+1 = 1

Partial atomic charges computed with the Mulliken method, in multiples of e: -0.283, 0.866, -0.284, -0.268, 0.114, -0.402, -0.536, 0.121, -0.782, -0.507, -0.428, 0.336, 0.382, 0.370, 0.341, -0.794, -0.414, 0.943, -0.613, -0.659, 0.305, -0.451, 0.425, -0.618, -0.685, 0.961, -0.414, -0.805, -0.313, -0.847, -0.829, -0.358, 0.247, 0.350, 0.335, 0.435, 0.473, 0.223, 0.434, 0.437, 0.250, 0.347, 0.340, 0.358, 0.773, 0.783, 0.340


Formula: C22H19FN4OS2
Source: OMol25
Level of theory: ωB97M-V/def2-TZVPD

CARTESIAN COORDINATES (ANGSTROEM)
1 O 2.490 2.922 -1.661
2 C 2.023 2.065 -0.956
3 N 2.437 0.773 -1.152
4 C 2.102 -0.178 -0.327
5 S 2.714 -1.843 -0.488
6 C 2.082 -2.281 -2.139
7 C 0.658 -1.932 -2.342
8 C 0.175 -0.818 -3.175
9 C -1.232 -0.670 -3.419
10 C -2.127 -1.594 -2.921
11 F -3.414 -1.390 -2.922
12 C -1.597 -2.567 -2.104
13 C -0.273 -2.809 -1.928
14 N 1.416 0.209 0.902
15 C 1.372 -0.739 2.049
16 C 0.155 -1.747 2.092
17 C -0.150 -2.549 3.345
18 C 0.652 -2.567 4.462
19 C -0.028 -3.252 5.590
20 C -1.256 -3.855 5.255
21 S -1.480 -3.553 3.556
22 C 0.777 1.443 1.027
23 C 1.007 2.377 0.074
24 C 0.358 3.698 0.254
25 C -0.590 4.062 -0.854
26 C -1.609 4.987 -0.645
27 N -2.488 5.199 -1.647
28 C -2.587 4.428 -2.657
29 N -1.658 3.484 -2.903
30 C -0.726 3.244 -1.988
31 H 2.198 -3.340 -2.356
32 H 2.711 -1.901 -2.887
33 H 1.009 -0.431 -3.714
34 H -1.643 0.202 -4.000
35 H -2.352 -3.305 -1.663
36 H 0.055 -3.638 -1.187
37 H 2.286 -1.300 2.289
38 H 1.316 -0.176 3.015
39 H -0.656 -1.127 1.767
40 H 0.205 -2.506 1.346
41 H 1.595 -2.108 4.524
42 H 0.348 -3.260 6.609
43 H -2.116 -4.246 5.823
44 H 0.195 1.801 1.860
45 H 1.120 4.503 0.262
46 H -0.251 3.772 1.169
47 H -1.692 5.586 0.287
48 H -3.530 4.377 -3.231
49 H 0.000 2.547 -2.293

Atomic forces in eV per Å
O 0.3 1.2 -0.5
C -0.8 0.9 0.2
N -0.5 -2.9 0.5
C -0.3 3.1 1.6
S -0.3 -0.1 0.3
C -0.2 0.1 -0.1
C -0.7 2.4 -2.7
C -0.5 -3.1 1.3
C 1.4 1.6 -1.2
C 2.8 0.6 1.8
F -1.6 0.1 -0.6
C -3.4 -2.7 0.3
C 0.2 -2.0 3.2
N 0.2 -2.6 0.3
C -0.7 -0.8 2.1
C 0.3 0.2 -0.4
C 2.1 1.1 0.8
C -2.9 -1.4 1.3
C -0.7 -0.4 -0.8
C 1.9 1.6 -0.8
S -1.8 -0.2 -0.1
C 1.7 0.2 -2.0
C 0.1 -1.1 1.0
C 0.3 1.4 -0.7
C -1.2 -1.1 0.7
C 0.7 0.1 -1.7
N -1.5 2.1 3.3
C 1.0 -2.2 -0.7
N -0.7 -1.1 -0.4
C -0.7 2.7 -0.9
H 0.1 -0.4 1.0
H 0.9 1.3 -0.9
H -0.1 1.5 -0.4
H 0.7 -1.0 0.5
H 1.1 1.1 -0.5
H -0.7 1.2 -1.5
H 0.2 0.2 -1.1
H -0.3 0.2 -1.0
H -1.0 0.2 0.2
H 0.6 -0.3 -1.2
H 0.9 0.6 0.2
H 0.1 0.0 -0.2
H 1.0 0.0 -0.2
H -0.1 -1.1 0.6
H -0.1 -0.4 0.3
H 0.6 -0.3 0.0
H 0.0 -0.3 -0.8
H 0.9 0.6 -0.2
H 0.8 -1.0 0.0

SMILES = O=c1nc(SCc2ccc(F)cc2)n(CCc2cccs2)cc1Cc1cncnc1
HOMO level = -0.3300 Eh
E_LUMO = 0.073 eV
F_max = 4.361 eV Å⁻¹
net charge = 0
2S+1 = 1

Partial atomic charges computed with the Mulliken method, in multiples of e: -0.608, -0.177, -0.449, 0.670, -0.220, -1.206, 0.632, -0.626, -0.303, 0.167, -0.304, -0.386, -0.220, 0.379, -1.950, 0.386, 0.228, -0.699, -0.503, -0.419, -0.157, -0.230, 0.634, -0.725, 0.564, -0.694, -0.556, -0.053, -0.588, -0.111, 0.548, 0.543, 0.402, 0.367, 0.286, 0.259, 0.469, 0.477, 0.420, 0.083, 0.472, 0.349, 0.387, 0.312, 0.347, 0.375, 0.370, 0.356, 0.700


Formula: C22H19N3O3S2
Source: OMol25
Level of theory: ωB97M-V/def2-TZVPD

CARTESIAN COORDINATES (ANGSTROEM)
1 C 4.040 -5.387 2.408
2 O 3.285 -4.187 2.447
3 C 1.942 -4.347 2.458
4 O 1.422 -5.436 2.438
5 C 1.235 -3.070 2.499
6 C 1.793 -1.791 2.516
7 C 3.208 -1.353 2.480
8 N 0.785 -0.908 2.577
9 C -0.435 -1.557 2.583
10 C -1.704 -0.875 2.670
11 O -2.781 -1.434 2.641
12 C -1.648 0.644 2.831
13 S -0.894 1.458 1.385
14 C -2.302 1.766 0.390
15 N -3.494 1.565 0.912
16 C -4.557 1.804 0.157
17 N -4.558 2.240 -1.083
18 C -3.362 2.453 -1.607
19 S -3.080 3.033 -3.211
20 C -1.337 2.980 -2.961
21 C -0.444 3.381 -4.030
22 C -0.943 4.001 -5.177
23 C -0.097 4.390 -6.196
24 C 1.266 4.166 -6.093
25 C 1.775 3.547 -4.962
26 C 0.933 3.156 -3.940
27 C -1.014 2.541 -1.711
28 C -2.146 2.237 -0.922
29 C -0.175 -2.925 2.538
30 C -1.167 -4.024 2.533
31 H 5.085 -5.089 2.391
32 H 3.791 -5.965 1.515
33 H 3.830 -5.998 3.288
34 H 3.700 -1.743 1.591
35 H 3.746 -1.745 3.342
36 H 3.272 -0.267 2.480
37 H 0.901 0.093 2.551
38 H -2.666 1.030 2.905
39 H -1.057 0.932 3.701
40 H -5.518 1.623 0.617
41 H -2.006 4.180 -5.260
42 H -0.502 4.870 -7.075
43 H 1.929 4.470 -6.889
44 H 2.836 3.365 -4.878
45 H 1.343 2.665 -3.072
46 H -0.012 2.441 -1.336
47 H -0.878 -4.790 3.249
48 H -2.158 -3.642 2.760
49 H -1.184 -4.498 1.552

Atomic forces in eV per Å
C 0.0 -0.4 0.0
O -0.1 0.4 0.0
C 0.1 -0.1 0.0
O 0.1 0.1 0.0
C -0.1 0.4 0.0
C 0.1 -0.3 0.0
C 0.1 0.0 0.0
N 0.1 0.1 0.1
C 0.0 -1.1 -0.1
C -0.3 0.5 0.1
O 0.1 0.0 0.0
C -0.1 0.1 -0.3
S 0.2 0.1 0.2
C -0.2 0.0 0.0
N 0.3 -0.1 0.2
C -0.3 0.0 -0.1
N -0.5 0.1 -0.4
C 0.6 -0.1 0.4
S 0.3 -0.1 0.2
C -0.5 -0.3 0.8
C 0.4 0.2 -0.5
C 0.1 -0.1 0.2
C 0.1 0.0 -0.1
C 0.0 0.0 0.0
C 0.1 0.0 0.0
C -0.2 0.0 0.0
C 0.2 0.2 -0.5
C -0.9 -0.1 0.1
C 0.0 0.6 0.0
C -0.2 -0.1 0.1
H 0.0 0.0 0.0
H 0.1 0.0 0.1
H 0.1 0.0 -0.1
H 0.1 0.0 0.0
H 0.1 0.0 0.0
H 0.0 0.1 0.0
H 0.1 -0.2 0.0
H 0.1 -0.1 0.1
H 0.0 0.0 0.0
H -0.1 0.0 0.0
H -0.1 0.1 -0.1
H 0.0 0.0 -0.1
H 0.0 0.0 -0.1
H 0.1 0.0 0.0
H 0.0 -0.1 0.1
H 0.3 0.0 -0.1
H 0.0 -0.1 0.0
H 0.0 -0.1 0.0
H 0.0 -0.1 0.0

SMILES = COC(=O)c1c(C)[nH]c(C(=O)CSc2ncnc3sc(-c4ccccc4)cc23)c1C
HOMO level = -0.3041 Eh
E_LUMO = -0.241 eV
ΔE to the lowest compared entry with this formula, charge and spin = 29.3 kJ/mol
F_max = 1.134 eV Å⁻¹
net charge = 0
2S+1 = 1

Partial atomic charges computed with the Mulliken method, in multiples of e: -0.705, -0.253, 0.346, -0.620, 0.530, 0.000, -1.157, 0.169, -0.036, 0.439, -0.629, -1.055, -0.254, 0.656, -0.411, -0.263, -0.613, 0.233, -0.368, 0.456, 1.247, -0.558, -0.657, -0.453, -0.635, -0.461, -1.186, 0.484, 0.673, -1.399, 0.217, 0.297, 0.295, 0.281, 0.255, 0.343, 0.218, 0.498, 0.537, 0.432, 0.308, 0.381, 0.383, 0.377, 0.279, 0.361, 0.359, 0.393, 0.269


Formula: C22H19N3O5
Source: OMol25
Level of theory: ωB97M-V/def2-TZVPD

CARTESIAN COORDINATES (ANGSTROEM)
1 O 0.370 1.696 3.287
2 C 0.420 0.892 2.397
3 C -0.230 -0.498 2.495
4 N -1.343 -0.681 1.584
5 C -1.875 -1.920 1.399
6 N -2.861 -2.207 0.644
7 C -3.450 -1.182 -0.054
8 C -4.529 -1.459 -0.899
9 C -5.130 -0.440 -1.601
10 C -4.675 0.873 -1.480
11 C -3.614 1.164 -0.653
12 C -2.993 0.142 0.067
13 C -1.859 0.427 0.930
14 O -1.363 1.526 1.113
15 O 1.252 0.949 1.347
16 C 1.960 2.182 1.173
17 C 1.245 3.134 0.211
18 C 1.662 2.993 -1.254
19 C 1.085 1.775 -1.975
20 N 1.543 0.509 -1.444
21 C 2.867 0.160 -1.234
22 O 3.827 0.837 -1.504
23 C 2.830 -1.204 -0.647
24 C 3.849 -2.029 -0.218
25 C 3.499 -3.280 0.282
26 C 2.174 -3.686 0.336
27 C 1.148 -2.853 -0.099
28 C 1.496 -1.607 -0.579
29 C 0.661 -0.499 -1.099
30 O -0.537 -0.453 -1.237
31 H -0.580 -0.613 3.527
32 H 0.539 -1.245 2.275
33 H -1.409 -2.720 1.963
34 H -4.867 -2.480 -0.983
35 H -5.962 -0.656 -2.255
36 H -5.157 1.661 -2.039
37 H -3.242 2.172 -0.543
38 H 2.953 1.911 0.806
39 H 2.050 2.648 2.159
40 H 0.171 2.975 0.320
41 H 1.467 4.154 0.528
42 H 2.750 2.968 -1.325
43 H 1.311 3.872 -1.798
44 H 1.357 1.828 -3.036
45 H -0.006 1.759 -1.889
46 H 4.878 -1.711 -0.273
47 H 4.273 -3.948 0.628
48 H 1.935 -4.667 0.720
49 H 0.115 -3.167 -0.073

Atomic forces in eV per Å
O 0.0 0.0 0.0
C 0.2 -0.4 0.6
C 0.2 0.2 0.4
N 0.0 0.3 -0.1
C -0.1 -0.3 0.0
N 0.1 -0.7 0.2
C 0.0 0.8 -0.1
C 0.0 0.1 0.0
C 0.0 -0.1 0.0
C 0.1 0.1 0.0
C 0.1 0.0 0.1
C -0.4 -0.3 -0.2
C -0.2 0.1 0.0
O -0.4 0.1 -0.2
O 0.0 -0.3 -0.2
C 0.1 0.6 0.2
C 0.1 -0.3 0.0
C -0.1 -0.1 0.1
C 0.1 0.4 -0.2
N -0.1 0.3 -0.2
C 0.1 0.0 -0.1
O 0.0 0.0 0.0
C -0.4 -0.5 0.2
C -0.1 0.2 -0.1
C 0.1 0.0 0.0
C -0.1 0.0 0.0
C 0.0 0.2 -0.1
C 0.6 -0.2 0.1
C -0.2 -0.1 -0.1
O 0.2 -0.1 -0.1
H 0.1 0.1 -0.2
H -0.1 0.1 0.0
H 0.1 0.0 0.1
H 0.0 -0.1 0.0
H -0.1 0.0 0.0
H 0.0 0.1 0.0
H 0.0 0.1 0.0
H -0.1 0.0 0.1
H 0.1 -0.1 -0.2
H 0.0 0.1 0.0
H 0.0 0.0 0.0
H 0.0 0.1 -0.1
H 0.0 0.0 -0.1
H -0.1 0.0 0.1
H 0.1 0.0 -0.1
H 0.1 0.0 0.0
H 0.1 -0.1 0.0
H 0.0 -0.1 0.0
H -0.1 0.0 0.0

SMILES = O=C(Cn1cnc2ccccc2c1=O)OCCCCN1C(=O)c2ccccc2C1=O
HOMO level = -0.3215 Eh
E_LUMO = -0.505 eV
ΔE to the lowest compared entry with this formula, charge and spin = 26.0 kJ/mol
F_max = 0.815 eV Å⁻¹
net charge = 0
2S+1 = 1

Partial atomic charges computed with the Mulliken method, in multiples of e: -0.645, 0.783, -0.989, 0.299, -0.217, -0.644, 0.316, -0.468, -0.346, -0.784, -0.593, 0.369, 0.514, -0.727, -0.154, -1.014, -0.259, -0.896, -0.692, 0.392, 0.000, -0.626, 0.172, -0.597, -0.549, -0.743, -0.278, 0.701, 0.172, -0.639, 0.352, 0.453, 0.522, 0.476, 0.398, 0.415, 0.482, 0.394, 0.600, 0.161, 0.368, 0.353, 0.437, 0.322, 0.379, 0.527, 0.408, 0.447, 0.651


Among the records above, which one has the highest F_max? C22H19FN4OS2